Entry 1:
{"formula": "C18H9F4HgN5O5", "method": "wB97M-V/def2-TZVPD", "charge": -1, "lumo_ev": [1.91, -0.44], "spin_multiplicity": 2, "e_tot_ha": -1894.2089, "mol_weight_g_mol": 651.9, "s2": 0.793, "elements": ["Hg", "F", "F", "F", "F", "O", "O", "O", "O", "O", "N", "N", "N", "N", "N", "C", "C", "C", "C", "C", "C", "C", "C", "C", "C", "C", "C", "C", "C", "C", "C", "C", "C", "H", "H", "H", "H", "H", "H", "H", "H", "H"], "positions_angstrom": [[-0.3085, -0.1334, 0.0164], [-3.8738, -2.8482, 1.0601], [-6.6085, -6.6502, -1.6353], [-6.3299, -3.3925, 1.7865], [-4.1574, -6.1045, -2.3558], [2.7380, -2.3326, 1.6919], [0.8856, 2.4187, 0.9253], [0.8082, -1.2284, 1.4413], [-0.5324, 1.2165, -1.6249], [0.6237, 2.3219, -3.1859], [-9.5383, -6.9292, -0.7366], [1.9117, 0.1294, -0.7198], [-9.2483, -4.1577, 2.3675], [-1.1036, -5.6160, -2.5679], [-1.5521, -1.8136, -0.5932], [-1.7839, -4.9248, -1.9440], [-5.8230, -4.0569, 0.7504], [-8.6304, -4.6405, 1.5220], [-6.6183, -5.0308, 0.0968], [1.7272, 0.4689, -2.1336], [-4.5462, -3.7691, 0.3670], [-7.9591, -5.2912, 0.4566], [2.7210, 1.1287, 0.0026], [2.4040, -1.2147, -0.4020], [-3.9008, -4.4255, -0.7065], [1.9714, -1.6371, 1.0503], [-5.9571, -5.7071, -0.9589], [2.0832, 2.5055, 0.1565], [-4.6736, -5.4287, -1.3308], [0.5133, 1.4404, -2.3475], [-8.7915, -6.2149, -0.2250], [-2.5840, -4.0789, -1.1348], [-2.0107, -2.8514, -0.8086], [1.8952, 2.9418, -0.8258], [1.4954, -0.4412, -2.6901], [3.4924, -1.2920, -0.4716], [2.9251, 0.7313, 0.9984], [0.2857, 3.1094, 0.6288], [2.6184, 0.9255, -2.5733], [3.6755, 1.2666, -0.5229], [2.7899, 3.1510, 0.6875], [1.9583, -1.9350, -1.0917]], "forces_ev_per_angstrom": [[0.024, 0.712, 0.153], [0.065, 0.125, 0.084], [-0.084, -0.100, -0.076], [-0.041, 0.081, 0.094], [0.026, -0.070, -0.125], [-0.134, 0.110, -0.069], [-0.034, -0.116, -0.046], [0.453, -0.377, 0.706], [-0.174, 0.566, -0.327], [-0.069, -0.197, 0.119], [0.058, 0.015, 0.042], [0.898, 0.217, -0.283], [0.044, -0.028, -0.043], [0.006, 0.099, 0.000], [-0.765, -0.974, -0.339], [0.080, -0.178, -0.090], [0.158, -0.013, -0.109], [-0.115, 0.151, 0.213], [-0.234, -0.039, 0.042], [-0.352, 0.231, 0.190], [-0.190, -0.180, -0.116], [0.252, 0.006, -0.062], [-0.319, 0.089, 0.049], [-0.179, 0.032, 0.399], [0.297, 0.180, -0.068], [0.178, 0.068, -0.426], [0.190, 0.076, 0.048], [0.007, -0.218, -0.066], [-0.149, 0.046, 0.168], [0.439, -0.133, 0.022], [-0.145, -0.158, -0.165], [-0.368, -0.303, 0.051], [0.088, 0.403, 0.144], [-0.089, 0.053, -0.026], [0.010, -0.030, 0.014], [-0.001, -0.030, 0.025], [0.016, -0.018, -0.015], [-0.034, -0.064, -0.048], [-0.018, 0.022, -0.004], [0.079, -0.024, 0.072], [0.126, -0.049, -0.098], [0.001, 0.015, -0.032]]}

=====

Entry 2:
{"formula": "C19H10AuF5IN3O", "method": "wB97M-V/def2-TZVPD", "charge": 2, "lumo_ev": [-8.52, -8.52], "spin_multiplicity": 3, "e_tot_ha": -1901.4521, "mol_weight_g_mol": 715.2, "s2": 2.007, "elements": ["Au", "I", "F", "F", "F", "F", "F", "O", "N", "N", "N", "C", "C", "C", "C", "C", "C", "C", "C", "C", "C", "C", "C", "C", "C", "C", "C", "C", "C", "C", "H", "H", "H", "H", "H", "H", "H", "H", "H", "H"], "positions_angstrom": [[-2.3802, -2.8705, 1.9679], [-4.0321, -5.0885, 1.5270], [0.3686, 0.6627, 4.8508], [0.4494, 1.3144, 0.1918], [1.2384, 2.0382, 2.6800], [-1.2226, -0.7761, -0.1367], [-1.2693, -1.4664, 4.5243], [-0.0596, -4.9757, 4.3286], [-0.3239, -4.3298, 3.4322], [7.8145, 3.6008, -6.0387], [-4.4885, -2.2840, 1.7341], [3.8652, 1.9842, -2.8254], [2.8600, 1.5807, -2.0028], [0.4140, 1.0136, 2.5312], [0.0036, 0.6411, 1.2623], [-0.0264, 0.3061, 3.6404], [-1.2850, -1.1695, 2.1894], [-0.8702, -0.7765, 3.4507], [-5.2346, -3.3688, 1.5425], [3.5802, 2.4052, -4.1667], [-5.0554, -1.0778, 1.7973], [6.9655, 3.2560, -5.3457], [-7.1990, -2.0713, 1.4561], [-6.6000, -3.3258, 1.3938], [5.2194, 2.0046, -2.3524], [-0.8468, -0.4366, 1.1056], [6.2260, 2.4186, -3.1739], [-6.4254, -0.9388, 1.6605], [5.9083, 2.8233, -4.4854], [4.5905, 2.8187, -4.9843], [-7.1775, -4.2257, 1.2392], [5.4272, 1.6899, -1.3377], [2.5557, 2.3910, -4.5159], [-8.2719, -1.9861, 1.3460], [-4.3918, -0.2400, 1.9598], [7.2548, 2.4450, -2.8439], [1.8286, 1.5631, -2.3345], [-6.8736, 0.0424, 1.7163], [3.0573, 1.2662, -0.9848], [4.4064, 3.1423, -5.9988]], "forces_ev_per_angstrom": [[-0.018, 0.039, 0.021], [-0.076, 0.005, 0.002], [0.002, -0.013, 0.013], [0.022, 0.003, 0.033], [0.009, 0.023, -0.005], [0.007, 0.016, 0.013], [-0.008, 0.009, -0.015], [-0.014, 0.003, -0.012], [-0.030, 0.035, -0.009], [0.000, 0.002, 0.001], [0.059, 0.019, 0.035], [-0.005, 0.021, 0.025], [0.039, 0.025, -0.031], [-0.003, -0.011, 0.014], [-0.010, -0.009, -0.052], [-0.026, -0.010, -0.038], [0.018, -0.095, 0.123], [0.017, 0.014, -0.012], [0.060, -0.003, 0.009], [-0.017, -0.003, -0.005], [-0.049, 0.007, -0.013], [0.011, 0.002, -0.009], [-0.004, 0.017, -0.001], [-0.009, -0.068, -0.011], [-0.007, -0.006, 0.013], [-0.017, -0.030, -0.080], [0.024, 0.012, -0.020], [0.034, -0.015, -0.001], [-0.027, -0.012, 0.017], [0.026, 0.006, -0.003], [-0.001, 0.004, 0.003], [0.007, -0.001, -0.003], [0.003, 0.001, -0.008], [0.001, -0.004, 0.003], [-0.006, 0.010, 0.003], [-0.003, -0.004, 0.009], [-0.002, 0.004, -0.009], [0.006, 0.003, 0.000], [0.003, 0.007, 0.000], [-0.018, -0.003, 0.001]]}

=====

Entry 3:
{"formula": "C19H11N4O5ReS5Sb", "method": "wB97M-V/def2-TZVPD", "lumo_ev": [-2.17, -2.73], "spin_multiplicity": 4, "e_tot_ha": -3635.3157, "mol_weight_g_mol": 843.6, "s2": 3.793, "elements": ["Re", "Sb", "S", "S", "S", "S", "S", "O", "O", "O", "O", "O", "N", "N", "N", "N", "C", "C", "C", "C", "C", "C", "C", "C", "C", "C", "C", "C", "C", "C", "C", "C", "C", "C", "C", "H", "H", "H", "H", "H", "H", "H", "H", "H", "H", "H"], "positions_angstrom": [[-0.2573, -0.2682, 0.3546], [-3.6387, -1.1922, 0.1136], [-2.1909, 0.8146, 0.6572], [-4.4578, -0.8814, -1.9862], [-4.7661, -1.9283, 1.9410], [4.0609, 1.8011, -0.7601], [-1.3962, -2.2858, 0.0249], [5.1939, 2.0732, 0.0689], [4.2817, 0.9323, -1.8891], [0.6190, 1.6124, 0.4808], [5.8465, -2.7647, -2.4216], [6.8828, -2.1004, -0.6644], [2.8120, 1.1578, 0.1119], [5.8811, -2.3404, -1.2907], [1.1983, -0.8525, -1.0816], [1.1678, -1.2481, 1.5258], [3.3446, -2.3068, 2.9069], [2.1545, -2.0382, 3.5483], [3.4460, -2.0612, 1.5273], [2.3119, -1.5447, 0.8723], [3.3353, -1.5600, -2.7121], [1.0921, -1.5023, 2.8251], [3.4489, -1.7097, -1.3190], [1.0426, 4.2630, -0.7313], [2.3242, -1.3589, -0.5411], [3.5620, 4.4030, -1.9838], [2.6421, 5.4412, -2.0961], [1.1272, -0.6898, -2.3893], [4.6190, -2.1198, -0.6006], [1.7630, 1.9234, 0.0423], [3.1978, 3.3062, -1.2395], [2.1670, -1.0572, -3.2403], [1.9537, 3.2246, -0.6412], [4.6176, -2.2801, 0.7525], [1.4138, 5.3868, -1.4547], [5.5256, -2.5829, 1.2545], [4.1573, -1.8254, -3.3556], [0.1454, -1.2836, 3.3048], [2.0385, -2.2298, 4.6038], [2.0529, -0.9291, -4.3050], [4.1833, -2.7184, 3.4453], [0.2124, -0.2489, -2.7730], [2.8911, 6.3053, -2.6909], [0.0892, 4.1944, -0.2305], [4.5281, 4.4554, -2.4552], [0.7397, 6.2283, -1.5150]], "forces_ev_per_angstrom": [[-2.265, -0.599, -0.115], [-0.488, -0.360, -0.167], [0.211, 0.048, 0.001], [0.454, -0.072, 0.862], [0.546, 0.372, -0.652], [0.037, -0.061, -0.066], [0.235, 0.439, 0.006], [-0.118, 0.224, 0.144], [-0.026, 0.319, -0.183], [-0.603, -0.171, 0.326], [-0.032, -0.215, -0.475], [0.424, 0.042, 0.157], [0.460, 0.403, -0.054], [0.222, -0.017, 0.211], [0.139, 0.046, -0.142], [0.590, -0.012, 0.330], [-0.297, 0.121, -0.138], [0.301, -0.061, -0.151], [-0.777, 0.294, -0.249], [0.688, -0.534, 0.181], [-0.401, 0.125, -0.185], [-0.287, 0.051, 0.199], [-0.637, 0.049, 0.210], [0.155, -0.118, 0.047], [0.731, -0.567, -0.418], [0.152, -0.036, -0.054], [0.132, -0.067, -0.014], [-0.251, 0.121, -0.309], [-0.604, 0.070, 1.115], [0.931, 0.389, -0.154], [-0.115, -0.445, 0.425], [0.222, -0.159, 0.239], [-0.197, 0.266, -0.113], [0.389, -0.077, -0.631], [-0.116, -0.019, 0.040], [0.060, 0.009, -0.062], [-0.021, 0.035, 0.012], [0.019, 0.043, -0.045], [-0.067, 0.009, 0.017], [-0.019, 0.042, -0.031], [0.134, -0.013, 0.073], [0.019, -0.108, 0.033], [0.078, 0.130, -0.019], [-0.110, -0.026, -0.004], [0.160, 0.054, -0.117], [-0.056, 0.035, -0.080]]}

=====

Entry 4:
{"formula": "C19H12N2O4", "method": "wB97M-V/def2-TZVPD", "lumo_ev": -0.96, "e_tot_ha": -1141.7569, "smiles": "O=C(O)C1=C2C(=O)Nc3cccc(c32)[C@]2(C1)C(=O)Nc1ccccc12", "relative_energy_kj_mol": 0.0, "mol_weight_g_mol": 332.3, "elements": ["O", "O", "O", "O", "N", "N", "C", "C", "C", "C", "C", "C", "C", "C", "C", "C", "C", "C", "C", "C", "C", "C", "C", "C", "C", "H", "H", "H", "H", "H", "H", "H", "H", "H", "H", "H", "H"], "positions_angstrom": [[2.0524, 0.2215, 3.0199], [0.1179, 1.5901, -4.0989], [-1.4494, 3.8037, -0.5509], [0.2080, 4.0389, -2.0549], [1.3874, -0.1607, -3.5393], [-0.0786, -0.3849, 3.3059], [0.6807, 0.9769, -3.2040], [1.2172, -0.1658, -1.3195], [-1.9330, -0.6960, 0.2110], [-3.1913, -1.1388, 0.6226], [1.7399, -0.8830, -2.3964], [2.6975, -2.4424, -0.8791], [0.5193, 0.2080, 1.0179], [-0.8944, -0.4365, 1.1729], [1.3050, -0.5796, -0.0291], [0.6047, 1.0746, -1.7564], [0.9508, 0.0273, 2.5116], [0.1919, 2.0338, -0.8563], [-0.3799, 3.3390, -1.2190], [2.0358, -1.7832, 0.1706], [-3.4399, -1.4349, 1.9725], [2.4772, -2.0016, -2.1767], [0.3742, 1.6995, 0.6375], [-2.3997, -1.2524, 2.8942], [-1.1622, -0.7313, 2.5043], [-1.5275, 4.7411, -0.7817], [2.0974, -2.1920, 1.1851], [3.3377, -3.3006, -0.6648], [-0.4602, 2.1405, 1.2256], [0.0542, -0.6469, 4.2612], [1.2620, 2.2360, 1.0092], [-2.6127, -1.4026, 3.9557], [-1.6968, -0.5144, -0.8263], [2.9107, -2.5337, -3.0106], [-3.9953, -1.2448, -0.0871], [1.4162, -0.4614, -4.5013], [-4.4169, -1.7430, 2.2745]], "forces_ev_per_angstrom": [[-0.847, 0.096, -1.373], [0.272, 0.437, 1.037], [0.285, -0.750, 0.332], [-1.358, -1.252, 1.592], [0.687, -0.451, 0.456], [-0.760, -0.096, -1.277], [-1.585, 0.461, -3.520], [-0.079, 0.590, 0.534], [1.388, 0.504, 1.311], [0.390, -0.087, 0.429], [-0.571, 0.995, 0.230], [-1.012, 0.564, 1.055], [-1.671, -1.276, 0.240], [-1.521, -0.377, -1.312], [0.925, -1.381, 0.852], [-0.234, 1.385, 2.106], [2.819, 0.667, 1.407], [0.070, -2.770, -0.064], [1.895, 2.410, -2.301], [0.077, 0.179, 0.756], [1.702, 0.742, -0.590], [0.854, -0.855, -0.922], [-0.151, 0.751, 0.419], [-0.537, 0.204, 0.531], [-1.194, -0.265, -0.436], [-0.041, -0.042, -0.204], [0.172, 0.203, -0.353], [-0.351, 0.236, -0.149], [0.336, -0.334, -0.444], [0.183, -0.014, 0.233], [0.025, -0.078, -0.259], [0.194, -0.103, -0.273], [-0.223, 0.056, -0.191], [0.119, -0.060, -0.082], [0.017, -0.085, -0.231], [0.056, 0.023, 0.181], [-0.331, -0.229, 0.280]]}